Here is one molecule with the formula C27H29NO3 from the Open Molecules 2025 dataset. Energies are from wB97M-V/def2-TZVPD.

```
60
Properties=species:S:1:pos:R:3:forces:R:3
O 3.017282 0.920806 2.120670 0.033 0.007 0.122
C 2.464111 0.962462 1.049970 0.017 0.069 -0.428
C 1.005665 1.253617 0.921513 -0.376 -0.088 0.426
C 0.107797 0.355303 1.456751 0.372 0.116 -0.093
C -1.286588 0.524873 1.380469 -0.268 0.195 -0.097
C -1.777247 1.636274 0.753907 0.234 -0.132 0.086
C -0.868583 2.571470 0.229870 0.186 -0.033 -0.017
C 0.526857 2.437077 0.297540 -0.352 -0.080 -0.002
C 1.273545 3.525412 -0.206346 0.124 0.116 -0.076
C 0.635766 4.608353 -0.756757 0.264 -0.024 0.003
C -0.766695 4.703501 -0.840635 -0.282 -0.100 0.044
C -1.519548 3.681564 -0.334687 0.228 0.091 -0.030
C -3.004976 3.482340 -0.223752 -0.206 0.131 -0.089
H -3.469392 4.308029 0.317648 -0.042 -0.006 -0.046
H -3.463051 3.444094 -1.214139 -0.041 0.029 0.033
C -3.175878 2.139551 0.529678 -0.227 -0.081 0.079
H -3.684402 2.284089 1.484707 -0.053 -0.023 -0.023
H -3.771767 1.430519 -0.046956 -0.051 -0.011 0.021
H -1.218917 5.579633 -1.281629 -0.056 0.085 -0.038
H 1.227632 5.430464 -1.133628 0.083 0.042 -0.010
H 2.351010 3.521464 -0.133158 0.110 0.034 -0.027
H -1.935620 -0.214913 1.823193 -0.107 -0.101 0.041
H 0.496031 -0.526308 1.944261 0.077 -0.072 0.055
C 3.173463 0.707456 -0.274552 0.377 -0.132 -0.018
C 2.584833 -0.536580 -0.954216 -0.165 0.250 -0.061
N 2.921395 -1.745499 -0.231696 0.036 -0.039 0.000
C 4.359911 -1.929035 -0.198052 0.211 0.021 0.260
C 5.006132 -0.779999 0.565868 0.077 -0.083 -0.197
C 4.684755 0.551941 -0.103164 -0.134 0.016 0.204
H 5.160621 0.595673 -1.086834 0.005 0.033 -0.017
H 5.071603 1.372938 0.502729 0.039 0.026 -0.066
H 4.617053 -0.769696 1.582980 0.081 -0.052 0.006
H 6.086604 -0.928819 0.606700 0.022 -0.014 0.024
H 4.782232 -1.984715 -1.220585 -0.034 -0.046 0.019
H 4.575220 -2.873325 0.308511 -0.002 -0.005 -0.079
C 2.225810 -2.903341 -0.778001 -0.030 0.077 0.062
C 0.758062 -2.820855 -0.466621 -0.004 -0.079 -0.254
C 0.305693 -3.088115 0.821492 -0.120 0.003 -0.114
C -1.026055 -2.951574 1.144904 -0.195 0.010 -0.024
C -1.944745 -2.527679 0.184165 0.170 -0.077 0.006
C -1.507788 -2.286200 -1.110901 -0.425 0.059 0.049
C -0.166113 -2.434186 -1.422790 0.175 -0.131 0.157
H 0.158954 -2.240991 -2.435660 0.061 0.030 -0.090
H -2.194560 -1.983306 -1.885741 -0.095 0.043 -0.031
O -3.232082 -2.375185 0.616648 0.164 -0.066 0.152
C -4.159688 -1.759509 -0.244030 -0.340 0.274 -0.125
C -5.378480 -1.362824 0.596857 0.471 -0.342 0.157
O -6.345415 -0.685094 -0.162801 -0.207 0.123 -0.395
H -6.705584 -1.284740 -0.825887 -0.001 0.051 0.076
H -5.064949 -0.667763 1.378427 0.019 -0.110 -0.007
H -5.795133 -2.258509 1.074823 0.072 0.089 0.027
H -3.729189 -0.859333 -0.702362 -0.040 -0.093 0.023
H -4.463271 -2.451201 -1.045989 0.062 0.099 0.052
H -1.383530 -3.152248 2.142749 -0.042 -0.022 0.141
H 1.013931 -3.394603 1.576254 0.094 -0.031 0.125
H 2.646938 -3.793393 -0.302896 0.026 0.024 -0.090
H 2.380063 -2.991058 -1.869526 0.011 -0.037 0.081
H 2.968040 -0.578521 -1.994108 -0.059 -0.009 0.062
H 1.496175 -0.448029 -0.996453 0.107 0.018 -0.093
H 2.956033 1.558236 -0.928707 -0.053 -0.044 0.043
```
Forces are in eV/Å.

LUMO, eV: 0.593
SMILES string: O=C(c1ccc2c3c(cccc13)CC2)[C@H]1CCCN(Cc2ccc(OCCO)cc2)C1
Kohn-Sham gap, eV: 8.507
E, Eh: -1326.7474
Maximum force, eV/A: 0.6
ΔE to the lowest compared entry with this formula, charge and spin, kJ/mol: 114.5

***

Here is C55H81Cl5CrF3P3SbSi as an isolated structure from the Open Molecules 2025 dataset. Energies are from wB97M-V/def2-TZVPD.

```
150
Properties=species:S:1:pos:R:3:forces:R:3
Cr -0.161913 0.360975 -1.296923 -0.059 -0.164 0.477
C -3.283835 -4.692479 1.081401 -0.013 -0.019 0.043
C -2.057433 -4.276185 1.905343 -0.002 -0.033 -0.031
C -2.092463 -4.899965 3.302605 -0.011 -0.023 -0.051
P -1.760994 -2.453142 1.614455 -0.154 0.102 -0.110
C -0.650308 -1.841589 2.963618 0.057 -0.003 0.037
C -1.170883 -1.803267 4.397824 0.003 0.034 -0.012
C 0.680818 -2.586325 2.865663 -0.015 -0.003 -0.001
C -3.324961 -1.592980 2.005441 0.017 0.022 0.073
C -4.274748 -2.086440 2.903280 0.011 0.021 0.017
C -5.427367 -1.377545 3.197741 0.024 0.020 -0.029
C -5.610059 -0.129753 2.622236 -0.022 -0.014 0.029
C -4.661420 0.372807 1.747711 0.035 -0.003 -0.036
C -3.516419 -0.347728 1.380190 0.207 -0.073 0.058
Si -2.389346 0.334684 -0.074006 -0.596 0.113 -0.173
C -3.508019 -0.513175 -1.460944 0.040 -0.125 0.047
C -4.893247 -0.291627 -1.448456 0.073 -0.012 0.092
C -5.791878 -1.051050 -2.174068 -0.011 -0.021 -0.048
C -5.326743 -2.118206 -2.927430 -0.030 0.013 0.028
C -3.964815 -2.343262 -2.997165 0.070 -0.026 0.009
C -3.039516 -1.537429 -2.320126 0.011 0.045 0.003
P -1.232128 -1.737552 -2.722619 -0.332 0.339 -0.024
C -1.015618 -3.584862 -2.813158 0.190 -0.058 0.125
C 0.150367 -4.014843 -3.705635 -0.025 -0.031 0.036
C -0.776205 -4.138927 -1.404780 -0.130 0.060 0.011
C -1.183073 -1.139464 -4.491951 0.050 -0.124 -0.058
C 0.266619 -0.960718 -4.965441 -0.025 0.010 0.033
C -2.013467 -1.882396 -5.538453 -0.043 0.036 0.022
C -2.956343 2.184393 0.087829 -0.021 -0.059 -0.127
C -3.801250 2.788563 -0.849051 0.054 -0.029 -0.064
C -4.252981 4.091177 -0.709025 0.010 0.006 0.000
C -3.873332 4.838043 0.394874 -0.014 -0.010 0.012
C -3.022419 4.271098 1.329974 -0.003 0.039 0.041
C -2.542388 2.968296 1.184956 -0.128 -0.011 0.090
P -1.415495 2.226423 2.440196 -0.006 -0.244 -0.118
C -2.083381 2.856267 4.052289 -0.017 0.076 -0.018
C -3.469343 2.268700 4.307289 0.013 0.003 -0.006
C -1.119143 2.463101 5.171870 -0.008 0.032 0.009
C 0.131361 3.233910 2.231477 0.075 0.075 0.011
C 0.031032 4.748501 2.375327 0.054 0.026 0.023
C 0.748262 2.872544 0.885713 -0.077 -0.095 -0.053
H -3.272284 -5.770471 0.900407 0.002 -0.008 0.006
H -3.323238 -4.185853 0.114540 0.007 -0.005 0.005
H -4.208583 -4.448733 1.603535 -0.020 0.003 0.016
H -1.183864 -4.708516 1.400501 -0.011 0.006 0.010
H -2.877244 -4.493564 3.938085 -0.023 0.028 0.005
H -1.145878 -4.777396 3.826401 0.013 0.026 0.018
H -2.275391 -5.975314 3.208587 0.001 -0.009 0.011
H -0.490672 -0.801669 2.647011 0.029 -0.018 0.011
H -1.229925 -2.796833 4.842753 -0.028 -0.043 -0.011
H -2.156802 -1.341779 4.459085 -0.010 0.018 -0.018
H -0.488793 -1.211871 5.016835 0.023 0.004 0.010
H 0.554887 -3.662802 3.008198 0.003 -0.010 0.026
H 1.366896 -2.233879 3.635829 0.023 0.073 0.042
H 1.156250 -2.429910 1.896320 -0.018 -0.074 0.183
H -4.115937 -3.037607 3.388909 0.022 -0.043 0.014
H -6.163835 -1.788657 3.877538 0.006 0.003 0.024
H -6.489189 0.458458 2.859435 -0.009 0.004 -0.005
H -4.823447 1.361100 1.335696 -0.026 -0.017 -0.046
H -5.290062 0.495230 -0.819203 -0.004 -0.008 0.043
H -6.851830 -0.829788 -2.130236 -0.012 -0.006 0.021
H -6.013599 -2.762382 -3.462951 -0.003 0.002 -0.019
H -3.620275 -3.168838 -3.605939 0.005 0.031 -0.041
H -1.941198 -4.017276 -3.196099 0.034 -0.018 -0.079
H 1.063985 -3.478839 -3.438943 0.022 0.004 0.017
H -0.034636 -3.863464 -4.766046 -0.029 0.032 -0.028
H 0.343390 -5.080053 -3.550510 0.000 -0.010 -0.006
H 0.263559 -3.981352 -1.109974 0.006 0.035 0.013
H -0.978820 -5.213003 -1.378659 0.018 -0.030 -0.021
H -1.399205 -3.647002 -0.656741 0.067 -0.048 -0.153
H -1.610395 -0.142181 -4.390664 0.003 0.005 -0.001
H 0.735469 -1.909643 -5.221581 0.008 -0.032 -0.025
H 0.881352 -0.468749 -4.210737 -0.001 0.002 0.012
H 0.284545 -0.329468 -5.856360 -0.014 0.014 -0.007
H -1.765783 -2.943384 -5.604782 0.028 -0.029 0.007
H -1.827166 -1.441266 -6.521437 0.010 -0.009 -0.016
H -3.080941 -1.797447 -5.341633 0.006 0.006 0.006
H -4.111257 2.223904 -1.718363 0.020 0.013 -0.026
H -4.906124 4.520770 -1.459272 -0.008 -0.003 -0.017
H -4.232171 5.851499 0.527594 0.001 0.012 0.002
H -2.734367 4.861192 2.191716 -0.002 -0.015 -0.002
H -2.163291 3.947032 4.022239 -0.015 -0.001 0.050
H -3.436644 1.176034 4.309122 0.014 0.002 0.001
H -4.181751 2.570669 3.538672 0.016 0.006 0.003
H -3.851036 2.600256 5.276948 -0.001 0.003 0.020
H -0.957170 1.382057 5.175740 -0.001 -0.031 -0.005
H -1.529751 2.742411 6.145651 -0.010 0.006 0.011
H -0.146138 2.946725 5.071038 0.011 0.011 -0.012
H 0.791575 2.851179 3.018174 0.005 -0.011 0.028
H -0.557280 5.176159 1.562677 0.008 0.001 0.004
H 1.032029 5.186407 2.317829 0.005 0.005 0.002
H -0.408487 5.059967 3.325373 -0.026 -0.008 0.001
H 0.993965 1.809078 0.835145 0.028 0.003 0.003
H 1.662847 3.438187 0.711491 0.132 0.055 -0.014
H 0.064118 3.100834 0.063484 0.019 -0.008 -0.005
F -0.889128 3.077467 -2.277840 0.035 0.120 0.138
C -0.874960 1.767196 -2.667299 -0.151 0.347 -0.306
F -0.114763 1.788985 -3.829251 0.040 -0.013 -0.014
F -2.154841 1.576157 -3.167359 -0.112 -0.002 0.072
Cl 1.423967 -1.410420 -0.286591 0.145 -0.112 -0.448
C 2.324482 -0.528572 -1.543284 0.199 0.320 0.088
C 1.883977 0.769098 -1.728305 0.341 -0.261 -0.055
C 2.731906 1.574561 -2.472974 0.039 0.025 -0.079
Cl 2.373146 3.268274 -2.631117 -0.021 -0.038 0.011
C 3.887597 1.081683 -3.082019 0.004 0.007 -0.011
Cl 4.953273 2.125612 -3.954853 -0.023 -0.024 0.012
C 4.187616 -0.279757 -2.997247 0.025 0.048 0.011
Cl 5.569833 -0.927140 -3.801106 -0.019 -0.013 0.014
C 3.396791 -1.104946 -2.205161 -0.104 -0.279 0.143
Cl 3.730058 -2.794652 -2.054869 0.058 0.004 0.029
C 2.898088 0.196061 5.433855 0.012 -0.016 0.016
C 4.071782 0.764758 4.633997 -0.010 0.012 -0.050
C 5.372025 0.513756 5.390219 -0.021 0.066 0.014
C 3.846080 2.270390 4.494977 0.006 0.005 0.046
Sb 3.908950 -0.113777 2.610234 0.081 0.058 0.070
C 4.969283 -2.041625 2.843555 0.028 0.085 0.019
C 4.394968 -2.789773 4.046205 -0.012 -0.058 -0.063
C 6.485676 -1.952505 2.988463 -0.036 -0.079 0.035
C 4.626033 -2.832888 1.581065 0.022 -0.045 0.014
C 5.369318 1.088803 1.465955 -0.024 -0.039 0.166
C 6.638558 1.500463 2.204676 -0.015 0.040 -0.060
C 4.599783 2.331385 1.020798 0.062 0.058 -0.034
C 5.733415 0.303905 0.211740 0.123 0.056 -0.033
H 2.851503 0.687641 6.413791 -0.006 -0.012 0.010
H 2.992789 -0.876523 5.607449 0.002 -0.046 -0.010
H 1.945125 0.372518 4.930470 -0.046 0.009 -0.021
H 5.318831 0.999747 6.373593 0.003 0.014 0.004
H 6.239692 0.919098 4.870778 0.009 0.004 -0.014
H 5.551703 -0.544933 5.566656 -0.011 -0.057 0.008
H 3.712872 2.712030 5.490637 0.002 0.006 0.004
H 2.948383 2.496462 3.915106 -0.052 0.003 -0.010
H 4.685772 2.777475 4.021447 0.021 0.004 -0.001
H 4.714306 -2.367720 4.997910 0.007 0.052 0.032
H 4.744713 -3.829524 4.018175 0.007 -0.009 0.017
H 3.304086 -2.814958 4.032739 0.023 -0.021 -0.004
H 6.787534 -1.366037 3.855712 0.005 0.016 0.032
H 6.959978 -1.523317 2.108417 0.013 0.012 -0.031
H 6.895551 -2.963531 3.114484 0.000 -0.007 0.004
H 3.550398 -2.994106 1.481890 -0.021 0.009 0.007
H 5.109402 -3.817612 1.620891 -0.009 -0.009 0.000
H 4.966710 -2.337454 0.673100 0.017 0.014 -0.052
H 6.430986 2.151202 3.053585 -0.006 0.013 0.003
H 7.284548 2.062754 1.518110 0.002 0.007 -0.009
H 7.209116 0.646134 2.564759 0.022 -0.036 0.018
H 4.223927 2.923496 1.855533 0.005 0.024 0.014
H 3.750571 2.062059 0.393873 -0.118 0.001 -0.068
H 5.259048 2.973980 0.423779 -0.010 0.006 -0.008
H 6.367515 -0.558083 0.415011 0.021 -0.021 0.009
H 6.278253 0.956689 -0.482018 0.004 0.002 -0.011
H 4.843943 -0.043920 -0.307241 -0.131 -0.061 -0.106
```
Forces are in eV/Å.

LUMO (alpha / beta), eV: 2.220 / 2.221
Kohn-Sham gap (alpha / beta), eV: 6.193 / 6.636
E, Eh: -7343.2389
Maximum force, eV/A: 0.6
Total charge: -1
2S+1: 5

***

Here is one molecule with the formula C10H14N2O from the Open Molecules 2025 dataset. Energies are from wB97M-V/def2-TZVPD.

```
27
Properties=species:S:1:pos:R:3:forces:R:3
C 2.112501 2.055522 -0.029949 -0.960 0.645 -0.844
C 2.729840 -0.219056 -0.290507 0.850 -0.966 2.261
C 2.037130 -1.601617 -0.294108 -2.044 3.158 -1.633
C 0.620013 -1.258402 0.292574 0.622 -0.320 -0.029
C 0.745887 0.187640 0.673076 0.332 -1.340 3.931
C -1.608941 -0.766432 -0.646841 1.918 -0.232 1.572
C -2.729873 -1.357577 -0.029334 -1.130 1.787 0.090
C -3.715939 -0.434989 0.445016 0.922 -0.135 -0.807
C -3.686442 0.968707 0.097460 -2.393 -2.242 1.055
C -1.706164 0.570975 -0.875292 0.091 1.127 -1.489
H 2.478267 2.372024 -1.011527 -0.266 0.828 0.232
H 1.259342 2.640924 0.379189 0.793 0.100 -0.585
H 2.975443 2.139364 0.623779 0.130 -0.334 0.721
H 3.295336 0.041244 0.665424 -0.563 -0.934 -0.220
H 3.595177 -0.223401 -0.950241 -0.725 0.820 -1.183
H 1.864882 -1.832717 -1.347887 -0.162 -0.030 -0.011
H 2.569406 -2.393843 0.055811 1.396 -2.058 1.714
H 0.307244 -1.944458 1.085700 -0.017 0.244 0.155
H 1.267113 0.157300 1.644108 0.738 -0.200 0.428
H -0.169966 0.598173 1.148858 0.068 0.676 -1.869
H -2.890934 -2.415362 -0.034532 0.055 -0.457 0.569
H -4.596295 -0.751045 0.965401 -0.199 -0.523 0.277
H -4.526792 1.664649 0.479357 1.416 -1.152 -0.900
H -0.767535 1.043259 -1.193041 -0.687 0.097 -0.460
N 1.626178 0.730066 -0.282639 0.619 0.614 -1.534
N -2.830916 1.354444 -0.772260 3.014 1.286 0.185
O -0.253961 -1.325394 -0.797607 -3.817 -0.460 -1.625
```
Forces are in eV/Å.

LUMO, eV: 0.640
SMILES string: CN1CC[C@H](Oc2cccnc2)C1
Kohn-Sham gap, eV: 9.260
E, Eh: -574.0756
Maximum force, eV/A: 4.2
ΔE to the lowest compared entry with this formula, charge and spin, kJ/mol: 376.9

***

Question: Number 1 is which compound?
Answer: C27H29NO3